Record 1
The following is a quantum chemistry calculation of a structure of composition C11H18ClN4O4Pt at a distorted geometry, from the Open Molecules 2025 dataset.

Molar mass   500.820 g mol⁻¹
LUMO energy   -0.130 Ha
Spin multiplicity   1
Total charge   +1

The geometry in XYZ format:
```
39
Properties=species:S:1:pos:R:3:forces:R:3
Pt 1.203 0.221 -0.112 -0.66 0.90 0.46
C -0.933 2.496 1.276 -0.03 -0.20 -0.03
C -1.165 1.108 1.886 -0.06 -0.10 -0.03
N 0.074 0.349 2.118 0.59 0.32 -0.07
C -0.119 -1.057 2.437 -0.05 -0.05 0.11
C -0.353 -1.859 1.187 -0.15 0.08 -0.11
C -0.922 -3.120 1.206 -0.09 0.00 0.04
C -1.164 -3.784 0.017 0.03 0.05 -0.02
C -0.882 -3.147 -1.183 -0.04 0.08 -0.01
C -0.310 -1.895 -1.150 -0.17 0.03 0.14
C 0.027 -1.094 -2.369 0.01 0.07 -0.21
N 0.262 0.316 -1.969 0.45 0.20 -0.24
C -0.995 1.112 -1.876 -0.05 -0.13 -0.02
C -0.801 2.503 -1.267 0.00 -0.16 0.00
N -0.176 2.475 0.038 0.25 0.60 0.14
N -0.016 -1.283 0.020 -0.25 -1.29 0.05
H -0.369 3.093 1.995 -0.02 0.02 0.00
H -1.906 2.987 1.155 -0.02 -0.07 0.03
H -1.789 0.507 1.217 0.00 0.01 0.00
H -1.724 1.232 2.821 -0.02 -0.03 -0.02
H 0.662 0.793 2.812 -0.08 0.04 0.07
H -0.971 -1.225 3.109 0.05 0.01 0.01
H 0.769 -1.435 2.949 0.04 0.05 -0.05
H -1.179 -3.567 2.157 0.00 -0.01 0.01
H -1.594 -4.776 0.021 0.00 0.00 0.01
H -1.099 -3.610 -2.135 -0.01 -0.02 0.00
H -0.784 -1.161 -3.100 0.03 0.00 -0.01
H 0.935 -1.474 -2.840 0.04 0.03 0.08
H 0.916 0.744 -2.619 -0.14 0.05 -0.12
H -1.686 0.520 -1.272 -0.02 0.03 0.01
H -1.426 1.211 -2.876 0.01 -0.02 0.01
H -1.775 3.007 -1.263 -0.01 -0.07 0.00
H -0.153 3.080 -1.931 -0.03 0.01 -0.01
H 0.568 3.152 0.079 0.07 -0.05 -0.02
O 3.753 -0.243 -1.192 0.55 -0.08 -0.04
Cl 3.859 0.690 -0.118 -0.86 0.08 0.49
O 3.483 0.100 1.160 0.25 -0.29 -0.31
O 5.101 1.339 -0.057 -0.19 0.40 -0.11
O 2.681 1.695 -0.334 0.60 -0.51 -0.22
```
Positions in Å, forces in eV/Å.

How positive or negative is each atom? The Mulliken charges in e answer that:
1 Pt 1.61
2 C -1.07
3 C -0.57
4 N -0.36
5 C -1.08
6 C 0.85
7 C -0.98
8 C -0.39
9 C -1.01
10 C 0.70
11 C -0.97
12 N -0.73
13 C -0.53
14 C -1.00
15 N 0.00
16 N 0.16
17 H 0.45
18 H 0.34
19 H 0.24
20 H 0.47
21 H 0.29
22 H 0.44
23 H 0.42
24 H 0.49
25 H 0.44
26 H 0.51
27 H 0.45
28 H 0.40
29 H 0.40
30 H 0.24
31 H 0.47
32 H 0.36
33 H 0.42
34 H 0.25
35 O -0.55
36 Cl 1.75
37 O -0.62
38 O -0.56
39 O -0.76


Record 2
The following is a quantum chemistry calculation of a structure of composition C11H18MnO8P2 at a distorted geometry, from the Open Molecules 2025 dataset.

Molar mass   395.143 g mol⁻¹
LUMO energy (alpha / beta)   0.063 / 0.105 Ha
Spin multiplicity   5
Expectation value of S²   6.256
Total charge   -1

The geometry in XYZ format:
```
40
Properties=species:S:1:pos:R:3:forces:R:3
Mn 0.678 -0.198 -0.298 0.01 1.01 0.71
O -1.282 0.184 -4.200 0.13 0.15 0.50
P -0.020 -0.153 -3.254 -0.68 0.10 -0.75
O 1.248 -0.054 -4.029 0.05 -0.11 0.02
O -0.191 0.666 -2.008 0.09 -0.15 0.52
O -0.342 -1.718 -2.911 0.72 0.32 0.23
P 0.917 -2.573 -2.275 -0.17 -0.63 -0.54
O 1.987 -2.547 -3.454 -0.18 -0.39 0.39
O 0.483 -3.923 -1.924 0.01 -0.12 0.06
O 1.462 -1.672 -1.158 0.30 -0.09 0.06
H -1.062 -0.143 -5.071 -0.03 -0.08 -0.48
H 1.991 -1.626 -3.785 0.17 0.40 -0.34
C -0.696 0.536 3.372 -0.14 -0.01 -0.53
C -1.363 0.644 1.987 -0.38 0.13 0.47
C -2.613 -0.260 1.939 0.39 0.23 -0.06
C -1.752 2.112 1.727 0.14 -0.50 -0.04
O -0.502 0.194 1.009 0.19 -0.22 -0.27
H -1.411 0.748 4.163 -0.07 0.03 0.16
H 0.126 1.242 3.428 0.11 0.08 0.10
H -0.289 -0.464 3.495 -0.03 -0.19 0.10
H -3.311 -0.025 2.738 -0.13 0.07 0.14
H -2.303 -1.299 2.028 0.03 -0.10 0.05
H -3.111 -0.142 0.980 -0.08 0.03 -0.14
H -2.586 2.403 2.364 -0.06 0.13 0.05
H -2.023 2.229 0.680 -0.14 0.01 -0.08
H -0.897 2.753 1.928 0.07 0.13 0.05
C 2.452 0.714 0.399 0.30 -0.12 -0.84
C 2.487 1.254 1.750 -0.11 0.35 0.82
C 2.055 2.563 2.025 0.01 -0.42 -0.24
C 2.053 3.056 3.313 0.08 0.17 0.20
C 2.500 2.273 4.368 0.03 0.01 0.01
C 2.966 0.992 4.114 0.07 0.12 0.26
C 2.970 0.495 2.829 -0.26 0.02 -0.51
H 3.228 -0.045 0.255 -0.30 0.01 -0.18
H 2.549 1.511 -0.359 -0.13 -0.36 0.11
H 1.693 3.170 1.205 -0.03 0.05 -0.02
H 1.703 4.060 3.511 -0.05 0.07 -0.05
H 2.489 2.658 5.377 0.00 0.05 0.09
H 3.334 0.387 4.931 0.00 -0.07 0.02
H 3.320 -0.510 2.639 0.05 -0.12 -0.02
```
Positions in Å, forces in eV/Å.

How positive or negative is each atom? The Mulliken charges in e answer that:
1 Mn 1.21
2 O -0.55
3 P 0.99
4 O -0.84
5 O -0.49
6 O -0.31
7 P 0.58
8 O -0.56
9 O -0.71
10 O -0.39
11 H 0.31
12 H 0.45
13 C -1.15
14 C 1.53
15 C -1.86
16 C -1.54
17 O -0.77
18 H 0.46
19 H 0.04
20 H 0.36
21 H 0.41
22 H 0.41
23 H 0.42
24 H 0.41
25 H 0.36
26 H 0.25
27 C -1.53
28 C 1.10
29 C -0.30
30 C -0.49
31 C -0.48
32 C -0.49
33 C -0.40
34 H 0.49
35 H 0.29
36 H 0.31
37 H 0.34
38 H 0.36
39 H 0.37
40 H 0.41


Record 3
The following is a quantum chemistry calculation of a structure of composition C11H18MnO8P2 at a distorted geometry, from the Open Molecules 2025 dataset.

Molar mass   395.143 g mol⁻¹
LUMO energy (alpha / beta)   0.088 / 0.106 Ha
Spin multiplicity   5
Expectation value of S²   6.168
Total charge   -1

The geometry in XYZ format:
```
40
Properties=species:S:1:pos:R:3:forces:R:3
Mn 0.331 -1.519 0.249 -1.54 3.06 -0.25
O 1.998 -2.440 -1.212 -0.55 -0.41 0.72
P 1.503 -3.738 -0.275 2.13 -1.33 -1.51
O 1.890 -4.982 -0.945 -0.09 -0.05 0.04
O 0.065 -3.402 0.025 -0.34 -0.21 0.02
O 2.401 -3.419 1.022 -1.00 0.04 0.27
P 1.621 -3.052 2.446 1.06 -0.33 0.84
O 2.906 -2.470 3.236 -0.30 -0.50 0.15
O 1.090 -4.240 3.107 0.03 -0.16 0.08
O 0.720 -1.871 2.158 -0.07 0.24 -0.26
H 2.556 -2.754 -1.923 0.15 -0.04 -0.21
H 3.216 -1.660 2.834 0.06 0.38 -0.16
C -1.184 1.111 1.378 0.44 -0.27 -0.15
C 0.334 1.302 1.176 -0.47 0.22 0.59
C 0.586 2.672 0.512 0.03 -0.62 0.07
C 1.013 1.279 2.561 -0.27 -0.15 -0.42
O 0.809 0.269 0.374 0.42 -0.37 -0.63
H -1.706 1.382 0.464 -0.11 -0.01 0.05
H -1.545 1.718 2.203 -0.17 0.04 0.13
H -1.362 0.041 1.587 -0.13 0.41 0.14
H -0.002 3.432 1.017 -0.09 0.21 0.06
H 0.307 2.628 -0.537 -0.10 0.04 -0.02
H 1.637 2.940 0.584 0.20 0.03 -0.02
H 0.618 2.084 3.177 0.01 0.11 0.14
H 2.086 1.408 2.454 0.20 0.00 -0.03
H 0.810 0.320 3.030 0.05 -0.02 0.14
C -1.080 -1.229 -1.352 0.39 -0.90 0.31
C -1.389 0.093 -1.864 -0.17 0.93 -0.24
C -2.671 0.645 -1.713 0.31 -0.27 -0.05
C -2.957 1.930 -2.125 -0.08 0.26 -0.15
C -1.976 2.711 -2.715 0.02 0.01 -0.03
C -0.712 2.169 -2.917 -0.10 0.19 -0.25
C -0.426 0.881 -2.518 -0.16 -0.33 0.28
H -0.509 -1.815 -2.082 -0.14 -0.06 0.13
H -1.993 -1.762 -1.061 0.32 -0.10 0.02
H -3.446 0.042 -1.263 -0.07 -0.06 0.13
H -3.955 2.332 -2.001 -0.05 -0.01 0.06
H -2.194 3.724 -3.027 0.00 0.03 -0.01
H 0.048 2.771 -3.399 0.08 -0.02 0.00
H 0.561 0.466 -2.666 0.10 0.02 0.03
```
Positions in Å, forces in eV/Å.

How positive or negative is each atom? The Mulliken charges in e answer that:
1 Mn 0.83
2 O -0.36
3 P 0.90
4 O -0.77
5 O -0.43
6 O -0.18
7 P 0.88
8 O -0.58
9 O -0.70
10 O -0.68
11 H 0.25
12 H 0.33
13 C -1.53
14 C 2.02
15 C -1.46
16 C -1.63
17 O -0.77
18 H 0.25
19 H 0.51
20 H 0.23
21 H 0.34
22 H 0.16
23 H 0.44
24 H 0.39
25 H 0.35
26 H 0.31
27 C -1.39
28 C 1.06
29 C -0.50
30 C -0.41
31 C -0.40
32 C -0.60
33 C -0.39
34 H 0.39
35 H 0.45
36 H 0.31
37 H 0.36
38 H 0.38
39 H 0.35
40 H 0.30


Energy above the lowest of the compared OMol25 structures with the same formula, charge and spin (computed, kJ/mol): 286.13 0.00 82.67